Molecular formula: C9H11N
Method: DFT, ωB97M-V/def2-TZVPD

Geometry as XYZ:
```
21
Properties=species:S:1:pos:R:3:forces:R:3
C -0.287 -1.666 -0.276 -0.7478 -1.9320 -0.5846
C -0.220 0.769 -1.500 1.4272 0.4597 1.1714
C 0.634 -0.783 -0.557 0.0844 1.2151 0.5930
C 0.808 0.740 -0.448 -1.0758 1.1867 -1.7902
C -1.788 -1.323 -0.455 1.6318 1.4587 1.7521
C 0.166 1.575 0.616 -3.3609 -0.2881 2.1594
C -2.097 0.136 0.167 1.0782 -0.3360 -0.0954
C -1.127 1.317 -0.383 -0.5539 -0.5557 1.6388
C 2.965 -0.230 0.406 1.4565 0.2650 -1.4551
N 1.892 -0.165 -0.616 0.3264 -0.6111 0.8639
H -0.014 -2.739 -0.228 -0.1222 0.6883 0.3537
H -1.934 -1.176 -1.503 -0.3294 -0.2297 -0.8592
H -2.394 -2.161 -0.079 0.0048 0.6443 0.0317
H -0.136 1.232 1.728 1.3115 0.1198 -2.3666
H 0.419 2.638 0.771 0.3095 -0.5358 -0.7947
H -3.060 0.415 -0.325 0.2781 -0.2378 1.4212
H -1.933 0.212 1.323 -1.2666 -0.5042 -2.1033
H -1.886 2.121 -0.534 1.2985 -0.1238 -0.3881
H 3.879 -0.393 -0.228 -0.3844 1.1665 0.7225
H 3.047 0.595 1.159 -0.3189 -0.3007 -1.2070
H 3.066 -1.115 0.960 -1.0470 -1.5494 0.9364
```
Positions in Å, forces in eV/Å.

Results
- HOMO-LUMO gap: 0.328 hartree
- LUMO energy: 0.86 eV
- HOMO level: -8.06 eV

***

Molecular formula: C9H11N2
Method: DFT, ωB97M-V/def2-TZVPD

Geometry as XYZ:
```
22
Properties=species:S:1:pos:R:3:forces:R:3
C 0.987 -1.265 -2.347 -0.9146 0.9720 2.5133
C 1.511 -0.091 -1.736 -3.3105 -3.5747 3.4113
C -0.077 -1.840 -1.770 -0.2322 1.1936 1.4779
C 0.404 2.107 0.331 -0.7127 2.0506 1.3680
C 1.112 0.191 -0.413 0.6144 1.0677 -2.1874
C -1.719 1.760 1.403 -0.5132 1.3721 0.2855
C -0.608 -1.514 -0.400 -1.0912 2.2515 -1.9278
C 0.121 -0.494 0.377 1.8310 -0.3609 -2.2524
C 0.370 -0.467 1.818 0.0044 1.0367 -0.0915
N 1.444 1.550 -0.162 -1.4707 -0.4232 1.0941
N -0.802 1.478 0.589 -0.2137 -1.2948 -0.9561
H 1.298 -1.619 -3.235 1.1060 -0.8147 -3.1242
H 1.963 0.632 -2.261 2.3522 2.2961 -1.6621
H -0.689 -2.513 -2.280 -0.5586 -1.2767 -0.8785
H 0.264 3.172 0.564 1.0522 -0.0877 -0.5050
H -2.728 1.315 1.306 0.7695 -0.1227 0.1336
H -1.606 2.558 2.169 -0.0272 -0.4572 -0.3840
H -1.722 -1.235 -0.493 1.3894 -0.0662 -0.0584
H -0.721 -2.423 0.055 -0.0150 -2.4960 1.8403
H 0.421 -1.407 2.286 0.7902 -1.5251 0.1415
H -0.484 -0.068 2.309 -0.4885 0.6808 0.7202
H 1.260 0.173 1.891 -0.3612 -0.4211 1.0418
```
Positions in Å, forces in eV/Å.

Results
- HOMO-LUMO gap: 0.269 hartree
- Total charge: +1
- LUMO energy: -5.69 eV
- HOMO level: -13.02 eV

***

Molecular formula: C9H11N2
Method: DFT, ωB97M-V/def2-TZVPD

Geometry as XYZ:
```
22
Properties=species:S:1:pos:R:3:forces:R:3
C -0.543 0.014 3.051 0.5323 -1.9338 -0.7805
C 0.181 1.177 2.920 -0.9904 -0.9139 0.7290
C -0.673 -0.850 1.921 -0.9748 -0.3610 0.9183
C 0.613 1.603 1.668 1.5422 3.4174 0.7427
C -0.287 -0.338 0.693 -0.4731 -0.5972 -2.2447
C 0.321 0.935 0.530 0.2546 -1.6397 0.9425
C -0.487 -0.961 -0.583 1.8048 2.6422 0.0784
C 0.608 1.189 -0.895 2.1467 -0.9151 -0.5535
C 0.425 -0.218 -2.980 1.1325 -0.0894 -2.0849
N 0.210 -0.041 -1.605 -2.5058 1.5719 1.6795
N -1.074 -2.016 -1.119 -0.6973 -1.5951 -0.5132
H -0.756 -0.251 4.083 -0.4941 -0.4656 -0.4125
H 0.315 1.640 3.896 0.5222 0.7401 -0.7244
H -1.107 -1.884 1.819 0.3195 1.2557 1.1058
H 1.184 2.587 1.748 -0.7369 -1.3381 -0.8544
H 0.180 2.143 -1.134 -0.5729 0.2867 -1.2791
H 1.688 1.186 -1.210 -0.4183 0.7242 0.7341
H -0.364 -0.741 -3.628 0.4852 0.8909 1.3571
H 1.226 -1.039 -2.948 -0.2724 1.1733 -0.7186
H 0.733 0.808 -3.525 -0.4348 -2.6028 1.4087
H -1.119 -2.867 -0.586 -0.1401 -0.2436 -0.1133
H -1.274 -2.075 -2.113 -0.0292 -0.0071 0.5829
```
Positions in Å, forces in eV/Å.

Results
- HOMO-LUMO gap (alpha / beta): 0.264 / 0.212 hartree
- Total charge: +1
- 2S+1: 3
- <S²>: 2.037
- LUMO energy (alpha / beta): -2.86 / -7.20 eV
- HOMO level (alpha / beta): -10.06 / -12.97 eV

***

Molecular formula: C9H11N2O
Method: DFT, ωB97M-V/def2-TZVPD

Geometry as XYZ:
```
23
Properties=species:S:1:pos:R:3:forces:R:3
C 1.174 2.283 0.284 -1.6331 -2.1637 -0.5378
C 0.147 1.836 1.046 0.9328 -0.8768 -0.7990
C 1.423 1.678 -1.048 -1.6688 0.6577 0.8866
C -0.596 0.619 0.787 -1.0363 1.2584 -2.0045
C 0.440 0.821 -1.540 2.2470 2.1057 2.3903
C -0.514 0.235 -0.721 -0.9162 -1.8859 2.6885
C -0.612 -1.845 0.501 -0.0852 -0.1633 1.0292
C -1.669 -0.677 -1.220 0.8536 1.3677 -0.9593
C 0.170 -0.664 0.640 0.7707 0.4755 -1.0582
N -1.674 -1.840 -0.308 1.6660 -0.4426 -0.1915
N 1.546 -0.697 0.934 -2.0061 -0.7570 0.2772
O -0.352 -2.933 1.166 -1.3337 -1.1567 -1.3203
H 1.589 3.120 0.745 1.4507 1.4807 -0.3346
H -0.194 2.334 1.896 -0.1262 1.1137 1.2320
H 2.170 2.179 -1.656 -0.0867 -0.5371 -0.1901
H -1.622 0.752 1.169 0.5088 -1.2359 0.2035
H 0.397 0.508 -2.500 0.3093 -0.6342 -3.1725
H -2.587 -0.090 -1.017 0.2026 -0.5598 -0.7113
H -1.450 -0.849 -2.361 -0.9341 -0.3297 2.2742
H -2.072 -2.766 -0.490 -0.3268 0.7444 -0.0780
H 1.825 0.116 1.433 0.6621 0.4414 0.2276
H 0.233 -2.972 1.918 0.7463 0.9098 0.3327
H 2.225 -1.148 0.341 -0.1967 0.1876 -0.1848
```
Positions in Å, forces in eV/Å.

Results
- HOMO-LUMO gap: 0.298 hartree
- Total charge: +1
- SMILES: N[C@]12C(O)=[NH+]C[C@]13C=CC=C[C@@H]32
- LUMO energy: -3.85 eV
- HOMO level: -11.96 eV

***

Molecular formula: C9H11N2O
Method: DFT, ωB97M-V/def2-TZVPD

Geometry as XYZ:
```
23
Properties=species:S:1:pos:R:3:forces:R:3
C -2.217 -1.860 -0.881 1.3459 -5.1902 -0.7697
C -2.652 -0.675 -0.455 -3.1971 1.7062 0.3374
C -0.898 -2.227 -1.014 0.4929 2.0776 -1.9559
C -1.824 0.367 -0.157 0.8267 0.4851 0.5982
C 0.058 -1.140 -0.784 -1.2801 0.8765 1.6087
C -0.399 0.213 -0.299 -0.9366 -0.8557 -1.2087
C 1.299 2.150 1.862 -1.3425 -0.3177 -1.6821
C 1.372 -1.534 -0.602 0.4854 -0.1758 0.0618
C 0.325 2.358 0.708 0.3129 1.7365 0.3290
N 0.448 1.299 -0.215 0.9184 -1.0835 -1.5397
N 2.318 -0.960 0.094 2.6214 -2.5960 -2.8124
O 2.119 1.290 1.762 1.0450 -0.5645 0.8507
H -2.840 -2.736 -1.053 -0.7173 0.7200 -0.1596
H -3.802 -0.587 -0.484 2.0239 0.3970 0.4657
H -0.691 -3.144 -1.668 0.2594 1.1973 1.6993
H -2.360 1.251 0.199 0.8367 0.1093 -0.2462
H 1.204 2.853 2.647 0.2985 0.8205 1.3904
H 1.651 -2.487 -0.998 0.2294 -0.4221 -0.7225
H 0.708 3.386 0.317 -1.0136 -1.5466 0.1204
H 1.370 1.292 -0.687 -1.0911 -0.6268 0.5310
H 2.216 -0.347 0.808 -0.8840 3.0649 2.2883
H 3.317 -1.195 -0.094 -1.3889 -0.2833 0.4447
H -0.722 2.432 0.994 0.1547 0.4715 0.3713
```
Positions in Å, forces in eV/Å.

Results
- HOMO-LUMO gap (alpha / beta): 0.277 / 0.277 hartree
- Total charge: +1
- SMILES: [NH2+]=Cc1ccccc1NCC=O
- LUMO energy (alpha / beta): -4.69 / -4.70 eV
- HOMO level (alpha / beta): -12.22 / -12.22 eV

***

Molecular formula: C9H11N3
Method: DFT, ωB97M-V/def2-TZVPD

Geometry as XYZ:
```
23
Properties=species:S:1:pos:R:3:forces:R:3
C -0.202 1.493 3.283 1.4328 1.4424 -0.8549
C -0.325 -0.227 2.156 -0.8328 -1.0440 -1.4907
C -0.749 -1.605 0.021 -0.2715 0.1483 2.5883
C -0.995 -2.850 0.372 0.5487 -0.4577 -1.5744
C 1.065 0.482 -2.133 2.6339 3.3538 0.2543
C -0.121 -0.439 -2.108 -0.6558 -1.4825 -1.4434
C 1.389 0.847 -0.614 -2.5364 0.2596 -0.3775
C -0.815 -0.368 -0.751 0.5173 1.1936 0.0539
C -0.086 0.882 -0.125 0.1057 0.3564 0.3506
N -0.377 0.175 3.442 -0.1486 -1.2083 -1.9197
N 0.011 1.876 2.034 -0.2956 2.4313 0.3503
N -0.133 0.796 1.289 -0.4256 -0.9293 2.7931
H -0.029 2.285 4.010 -0.4427 -0.6923 0.3462
H -1.171 -3.778 -0.282 0.0593 1.7706 0.5655
H -0.842 -3.078 1.402 -0.0403 -0.2618 0.5479
H 2.029 0.216 -2.605 -0.7992 -0.8543 -0.0273
H 0.913 1.508 -2.660 -0.4737 -1.6743 0.8506
H -0.817 -0.370 -2.957 0.0317 0.8947 0.3159
H 0.109 -1.483 -2.258 0.9621 -0.4311 0.0766
H 1.748 0.012 -0.012 0.8155 -0.0232 -0.4060
H 1.850 1.831 -0.311 -0.0919 -1.2191 -0.8256
H -1.847 -0.070 -0.808 -0.6318 -0.1290 -0.1748
H -0.604 1.864 -0.386 0.5388 -1.4438 0.0012
```
Positions in Å, forces in eV/Å.

Results
- HOMO-LUMO gap (alpha / beta): 0.283 / 0.324 hartree
- LUMO energy (alpha / beta): -0.78 / -0.33 eV
- HOMO level (alpha / beta): -8.47 / -9.15 eV

***

no.,largest force on an atom (eV/A)
1,4.005
2,5.948
3,3.822
4,3.898
5,5.417
6,4.272